No. 1
Formula: C4H10N3O
Source: OMol25
Level of theory: ωB97M-V/def2-TZVPD

Last column: natural (NBO) charge in e.
Element x y z (Å)
1 C -2.141 -0.930 -0.891  -0.3176
2 C -1.212 -1.466 -0.092  -0.4364
3 C 1.541 0.498 -0.396  0.5936
4 C -0.265 0.269 1.317  0.5711
5 N 2.159 1.518 -0.920  -0.8188
6 N 1.607 -0.760 -0.408  -0.7175
7 N 0.391 1.023 0.475  -0.5572
8 O -1.313 0.712 2.036  -0.6124
9 H -2.973 -0.231 -0.707  0.2116
10 H -1.979 -1.062 -1.971  0.2044
11 H -1.344 -1.394 0.909  0.1659
12 H 0.380 -0.493 1.709  0.2320
13 H 2.930 1.357 -1.641  0.4404
14 H 2.162 2.472 -0.518  0.4321
15 H 2.324 -1.180 -1.086  0.3930
16 H -0.545 -2.232 -0.566  0.2509
17 H -0.082 1.832 0.047  0.4305
18 H -1.641 0.066 2.703  0.5343

The value obtained for the LUMO energy is -4.3 eV. Its total charge is +1. The HOMO energy is -13.69 eV. As for the multiplicity: 1.

***

No. 2
Formula: C4H10N3O
Source: OMol25
Level of theory: ωB97M-V/def2-TZVPD

Last column: natural (NBO) charge in e.
Element x y z (Å)
1 C 2.835 -0.598 -0.286  -0.6509
2 C 1.441 -0.107 0.060  0.6461
3 N 0.346 -0.815 0.047  -0.5914
4 C -0.758 -0.022 0.188  0.4486
5 C -1.892 -0.324 1.140  -0.7013
6 N -1.300 0.185 -1.313  -0.7108
7 N -0.101 1.554 0.258  -0.3409
8 O 1.290 1.182 0.342  -0.3288
9 H 2.813 -0.777 -1.331  0.2573
10 H 2.907 -1.540 0.231  0.2591
11 H 3.465 0.024 0.157  0.2440
12 H -2.213 -1.302 1.246  0.2690
13 H -2.883 0.094 0.969  0.2507
14 H -1.520 -0.120 2.122  0.2628
15 H -1.723 -0.622 -1.711  0.4279
16 H -0.518 0.216 -1.946  0.4416
17 H -1.950 0.959 -1.296  0.4457
18 H -0.240 2.011 1.122  0.3711

The value obtained for the LUMO energy is -3.3 eV. Its total charge is +1. The HOMO energy is -14.13 eV. As for the SMILES: CC1=N[C@](C)([NH3+])NO1. As for the multiplicity: 1.

***

No. 3
Formula: C4H10N3O2
Source: OMol25
Level of theory: ωB97M-V/def2-TZVPD

Last column: natural (NBO) charge in e.
Element x y z (Å)
1 C 1.425 -0.723 1.572  -0.6504
2 C 0.481 0.444 1.203  -0.2294
3 N -0.083 0.450 -0.194  -0.3581
4 C -0.655 -0.755 -0.665  -0.2166
5 C -2.088 -0.881 -0.123  -0.6118
6 N 1.189 0.988 -1.158  -0.2711
7 N 0.789 1.849 -1.971  0.5470
8 O 1.721 2.404 -2.615  -0.5935
9 O -0.377 2.146 -2.103  -0.5468
10 H 2.060 -0.335 2.338  0.2011
11 H 0.793 -1.514 1.866  0.1887
12 H 1.980 -0.950 0.677  0.2311
13 H -0.299 0.790 1.888  0.1868
14 H 1.163 1.434 1.184  0.2061
15 H -0.215 -1.710 -0.222  0.1203
16 H -0.572 -0.870 -1.707  0.2100
17 H -2.767 -1.576 -0.699  0.1839
18 H -2.121 -1.325 0.783  0.1796
19 H -2.425 0.136 -0.053  0.2231

The value obtained for the LUMO energy is 3.8 eV. Its total charge is -1. The HOMO energy is -4.02 eV. As for the SMILES: CCN(CC)N=[N+]([O-])[O-]. As for the multiplicity: 1.

***

No. 4
Formula: C4H10N3O4S2
Source: OMol25
Level of theory: ωB97M-V/def2-TZVPD

Last column: natural (NBO) charge in e.
Element x y z (Å)
1 C 0.953 1.376 -0.081  -0.2667
2 C 1.817 -0.895 0.464  -0.2601
3 C -0.118 1.161 0.991  -0.2792
4 C 0.813 -0.929 1.599  -0.2696
5 N -1.456 -1.238 -0.666  -1.0607
6 N 1.372 0.059 -0.537  -0.6450
7 N 0.486 0.398 2.066  -0.6013
8 O -2.974 0.981 -0.865  -0.9700
9 O -3.778 -1.559 -1.069  -0.9722
10 O -0.077 0.523 -2.451  -0.9829
11 O 0.714 -1.830 -2.329  -0.9384
12 S -2.712 -0.677 -1.539  1.5281
13 S 0.212 -0.599 -1.602  2.2073
14 H 0.552 1.797 -1.060  0.2639
15 H 1.795 1.972 0.324  0.1792
16 H 2.819 -0.602 0.772  0.1759
17 H 1.876 -1.884 0.023  0.2320
18 H -0.469 2.073 1.260  0.1834
19 H -0.984 0.761 0.534  0.2613
20 H -0.079 -1.557 1.167  0.2494
21 H 1.128 -1.534 2.456  0.1846
22 H 1.430 0.709 2.178  0.3217
23 H -3.322 1.493 -1.637  0.4593

The value obtained for the LUMO energy is 3.4 eV. Its total charge is -1. The HOMO energy is -4.59 eV. As for the multiplicity: 1.

***

No. 5
Formula: C4H10N3S
Source: OMol25
Level of theory: ωB97M-V/def2-TZVPD

Last column: natural (NBO) charge in e.
Element x y z (Å)
1 C -1.148 1.067 0.232  -0.1889
2 C 0.128 0.583 -0.059  -0.0242
3 C -3.270 -0.204 0.071  0.6491
4 C 1.183 1.510 -0.213  -0.7035
5 N -2.177 0.253 0.143  -0.2521
6 N -4.315 -0.929 -0.167  -0.8033
7 N 3.304 -1.325 0.266  -1.0765
8 S 0.261 -1.113 -0.173  0.0936
9 H -1.413 2.129 0.230  0.2322
10 H 1.601 -1.290 -0.237  0.2162
11 H 1.468 1.865 -1.231  0.2811
12 H 2.217 1.313 0.124  0.2464
13 H 0.910 2.441 0.114  0.2463
14 H -4.748 -1.078 -1.133  0.4600
15 H -4.824 -1.529 0.613  0.4642
16 H 4.033 -1.323 -0.432  0.3942
17 H 3.467 -1.972 1.081  0.3963
18 H 3.324 -0.397 0.772  0.3690

The value obtained for the LUMO energy is -4.0 eV. Its total charge is +1. The HOMO energy is -12.14 eV. As for the multiplicity: 1.

***

No. 6
Formula: C4H10N3S
Source: OMol25
Level of theory: ωB97M-V/def2-TZVPD

Last column: natural (NBO) charge in e.
Element x y z (Å)
1 C 0.890 1.132 -0.198  0.2667
2 C -0.546 1.006 0.173  -0.5780
3 C -1.064 -0.388 0.259  0.3680
4 C -2.592 -0.436 0.181  -0.6848
5 N 1.375 1.952 -0.935  -0.5464
6 N 2.214 -1.014 -0.570  -1.0085
7 N -0.236 -1.303 0.465  -0.7120
8 S 1.977 -0.154 0.753  0.8213
9 H -0.821 1.385 1.230  0.2889
10 H -1.175 1.647 -0.497  0.2821
11 H -2.878 -1.423 0.548  0.2398
12 H -2.807 -0.123 -0.790  0.2430
13 H -3.092 0.202 0.929  0.2488
14 H 2.385 2.220 -1.250  0.4395
15 H 1.712 -0.826 -1.434  0.4191
16 H 3.189 0.469 0.929  0.1005
17 H 2.112 -2.036 -0.436  0.4231
18 H -0.644 -2.310 0.643  0.3889

The value obtained for the LUMO energy is -3.9 eV. Its total charge is +1. The HOMO energy is -14.06 eV. As for the multiplicity: 1.

***

No. 7
Formula: C4H10N4
Source: OMol25
Level of theory: ωB97M-V/def2-TZVPD

Last column: natural (NBO) charge in e.
Element x y z (Å)
1 C 0.991 -0.953 0.112  -0.2990
2 C 1.359 -0.565 -1.295  -0.6670
3 N -1.211 1.063 0.464  -0.2521
4 C -1.088 -0.221 0.324  0.2191
5 N -1.250 1.808 -0.699  -0.6172
6 C -1.862 -1.286 0.229  -0.5172
7 N 0.829 0.994 1.179  0.0081
8 N 1.073 0.971 2.336  -0.3700
9 H -1.039 2.775 -0.491  0.3642
10 H -0.659 1.454 -1.444  0.3537
11 H 0.565 1.677 2.909  0.3402
12 H 1.833 -0.962 0.795  0.1920
13 H 0.462 -1.895 0.204  0.1862
14 H -1.467 -2.291 0.173  0.2041
15 H -2.940 -1.167 0.195  0.2157
16 H 2.184 -1.185 -1.668  0.2206
17 H 1.697 0.473 -1.342  0.2109
18 H 0.521 -0.690 -1.983  0.2079

The value obtained for the LUMO energy (spin up / spin down) is 0.6 / 0.1 eV. The HOMO energy (spin up / spin down) is -7.53 / -7.77 eV. As for the multiplicity: 1.

***

No. 8
Formula: C4H10N4
Source: OMol25
Level of theory: ωB97M-V/def2-TZVPD

Last column: natural (NBO) charge in e.
Element x y z (Å)
1 C -0.788 -0.668 -1.805  -0.4579
2 N 0.242 -1.105 -0.790  -0.5120
3 C 0.038 -0.886 0.433  0.4281
4 C 0.840 -1.685 1.356  -0.6809
5 N -1.011 -0.023 0.943  -0.5567
6 C -1.025 1.241 0.678  0.2923
7 N -0.093 1.984 0.000  -0.4544
8 N 1.224 1.636 -0.078  -0.6341
9 H -0.768 -1.369 -2.653  0.2038
10 H -1.822 -0.727 -1.444  0.1964
11 H -0.620 0.364 -2.200  0.1910
12 H 1.870 -1.583 1.079  0.2390
13 H 0.603 -1.505 2.436  0.2257
14 H 0.613 -2.723 1.040  0.2463
15 H -1.905 1.874 1.010  0.1819
16 H -0.239 3.003 -0.001  0.3809
17 H 1.368 0.946 -0.805  0.3701
18 H 1.473 1.225 0.802  0.3406

The value obtained for the LUMO energy is 0.9 eV. The HOMO energy is -8.75 eV. As for the SMILES: C/N=C(C)\N=C/NN. As for the multiplicity: 1.

***

No. 9
Formula: C4H10N4
Source: OMol25
Level of theory: ωB97M-V/def2-TZVPD

Last column: natural (NBO) charge in e.
Element x y z (Å)
1 C -0.064 1.081 -2.478  -0.0514
2 N -0.350 1.309 -1.282  -0.3965
3 C 0.297 0.594 -0.213  0.0445
4 N 0.247 1.358 1.015  -0.8436
5 C -0.400 -0.786 -0.041  0.0789
6 N -1.734 -0.624 0.498  -0.8225
7 N 0.311 -1.767 0.742  -0.4211
8 C 1.251 -1.491 1.522  -0.0506
9 H 0.689 0.357 -2.812  0.1370
10 H -0.587 1.633 -3.245  0.1739
11 H 1.355 0.385 -0.455  0.1709
12 H 0.748 2.232 0.884  0.3661
13 H -0.723 1.602 1.191  0.3680
14 H -0.502 -1.224 -1.045  0.1876
15 H -2.215 -1.516 0.475  0.3719
16 H -1.669 -0.336 1.470  0.3563
17 H 1.683 -0.501 1.670  0.1663
18 H 1.664 -2.304 2.105  0.1645

The value obtained for the LUMO energy is 1.0 eV. The HOMO energy is -9.05 eV. As for the SMILES: C=N[C@@H](N)[C@H](N)N=C. As for the multiplicity: 1.

***

No. 10
Formula: C4H10N4
Source: OMol25
Level of theory: ωB97M-V/def2-TZVPD

Last column: natural (NBO) charge in e.
Element x y z (Å)
1 C 0.959 -2.007 0.102  -0.4754
2 C 1.626 0.209 -0.170  0.2009
3 C 0.420 2.237 0.092  -0.4441
4 C -1.798 -0.106 0.416  0.2588
5 H 0.912 -1.961 1.498  0.1738
6 H -0.467 -1.619 -0.203  0.2415
7 H 1.184 -3.369 -0.272  0.1994
8 H 2.305 0.838 -0.255  0.1581
9 H -0.557 2.690 0.291  0.2298
10 H 0.755 2.631 -0.950  0.1902
11 H 1.510 2.411 0.744  0.2291
12 H -0.665 -0.443 -1.489  0.4116
13 H -1.690 0.512 1.429  0.2165
14 H -3.236 -1.036 -1.002  0.3658
15 N 1.960 -1.045 0.086  -0.4676
16 N 0.400 0.660 0.084  -0.2788
17 N -0.642 -0.061 -0.432  -0.5017
18 N -2.977 -0.539 0.032  -0.7080

The value obtained for the LUMO energy is 0.5 eV. The HOMO energy is -7.79 eV. As for the multiplicity: 1.

***

No. 11
Formula: C4H10N4
Source: OMol25
Level of theory: ωB97M-V/def2-TZVPD

Last column: natural (NBO) charge in e.
Element x y z (Å)
1 C -3.135 -0.006 -0.290  -0.4605
2 C -1.163 -0.867 0.281  0.2182
3 C 0.963 -0.446 0.194  0.4637
4 C 0.549 1.089 0.456  -0.7685
5 H -3.260 1.164 -0.109  0.1910
6 H -3.639 -0.208 -1.326  0.2138
7 H -3.319 -0.636 0.620  0.1992
8 H -1.654 -1.499 1.238  0.1595
9 H -0.313 1.842 -0.336  0.2914
10 H 1.745 1.658 0.417  0.2163
11 H -0.041 1.236 1.584  0.2577
12 H 2.346 -1.690 -0.748  0.3956
13 H 3.256 0.588 -1.259  0.3471
14 H 3.644 0.382 0.375  0.3541
15 N -1.777 -0.307 -0.820  -0.4413
16 N 0.171 -1.371 0.418  -0.5320
17 N 2.248 -0.851 -0.217  -0.4590
18 N 3.379 -0.079 -0.478  -0.6464

The value obtained for the LUMO energy is 0.7 eV. The HOMO energy is -8.72 eV. As for the multiplicity: 1.

***

No. 12
Formula: C4H10N4
Source: OMol25
Level of theory: ωB97M-V/def2-TZVPD

Last column: natural (NBO) charge in e.
Element x y z (Å)
1 H 2.227 1.372 0.961  0.3378
2 N 1.632 0.546 0.913  -0.6146
3 C 0.541 0.753 0.247  0.4731
4 C 0.264 2.199 -0.145  -0.7046
5 N -0.645 -0.139 0.268  -0.4575
6 C -2.031 0.307 0.196  -0.4047
7 C -0.333 -1.362 -0.252  0.2641
8 N 0.930 -1.582 -0.504  -0.3570
9 N 1.299 -2.901 -0.432  -0.6899
10 H -0.682 2.365 -0.657  0.2113
11 H 0.249 2.819 0.757  0.2306
12 H 1.067 2.572 -0.787  0.2343
13 H -2.253 0.945 1.055  0.2092
14 H -2.730 -0.535 0.177  0.2207
15 H -2.229 0.863 -0.727  0.1880
16 H -1.121 -2.127 -0.290  0.1656
17 H 1.863 -3.017 0.417  0.3514
18 H 1.952 -3.078 -1.196  0.3423

The value obtained for the LUMO energy is 0.9 eV. The HOMO energy is -7.53 eV. As for the SMILES: [H]/N=C(\C)N(C)/C=N/N. As for the multiplicity: 1.

***

No. 13
Formula: C4H10N4O
Source: OMol25
Level of theory: ωB97M-V/def2-TZVPD

Last column: natural (NBO) charge in e.
Element x y z (Å)
1 C 0.852 -1.172 -0.483  0.0091
2 C -0.460 -0.430 -0.298  -0.2509
3 C -1.832 -1.116 -0.370  -0.0778
4 C -0.196 0.863 -0.061  0.3735
5 H 3.817 -0.032 0.443  0.3656
6 H 2.034 0.300 1.193  0.3670
7 H 0.562 -1.729 -1.434  0.1743
8 H -1.336 -2.115 -0.854  0.1668
9 H -2.655 -0.720 -0.918  0.2103
10 H -2.084 -2.075 1.362  0.4606
11 H -2.081 1.469 1.079  0.4258
12 H -1.321 2.974 0.040  0.3556
13 H 1.582 0.815 -0.599  0.4001
14 H 1.080 2.476 -0.739  0.4063
15 N 2.771 -0.485 0.974  -0.6723
16 N 2.131 -1.218 -0.194  -0.2963
17 N -1.411 1.626 0.098  -0.8696
18 N 0.996 1.604 -0.094  -0.8555
19 O -2.450 -1.036 0.855  -0.6926

The value obtained for the LUMO energy is 0.3 eV. The HOMO energy is -8.18 eV. As for the multiplicity: 1.

***

No. 14
Formula: C4H10N4O
Source: OMol25
Level of theory: ωB97M-V/def2-TZVPD

Last column: natural (NBO) charge in e.
Element x y z (Å)
1 C 0.202 1.458 1.181  -0.4127
2 N 0.615 0.155 0.718  -0.4470
3 C 1.989 -0.004 0.304  -0.4233
4 C -0.332 -0.829 0.558  0.7922
5 N 0.150 -2.052 0.144  -0.8397
6 O -1.481 -0.708 0.980  -0.7177
7 H -0.834 1.408 1.507  0.2373
8 H 0.826 1.771 2.020  0.1959
9 H 0.282 2.191 0.373  0.1933
10 H 2.055 -0.100 -0.784  0.2173
11 H 2.436 -0.884 0.770  0.2037
12 H 2.555 0.876 0.603  0.2145
13 H -0.575 -2.737 -0.006  0.3996
14 H 0.889 -2.067 -0.538  0.3953
15 N 0.024 0.256 -2.260  -0.4354
16 C -1.050 0.243 -1.826  0.4334
17 N -2.267 0.489 -1.404  -0.8608
18 H -2.424 0.370 -0.400  0.4462
19 H -3.058 0.164 -1.939  0.4079

The value obtained for the LUMO energy is 0.9 eV. The HOMO energy is -9.08 eV. As for the SMILES: CN(C)C(N)=O.N#CN. As for the multiplicity: 1.